(1)
Here is a 2-piece molecular cluster, C9H13NO2S overall from OMol25. Energies are from ωB97M-V/def2-TZVPD.

The geometry in XYZ format:
```
26
C9H13NO2S, DFT ωB97M-V/def2-TZVPD
H 1.162 -1.612 1.566
H -2.838 2.695 0.980
C -1.249 1.322 0.804
C -0.246 3.139 -1.113
H 0.145 3.818 -1.857
H 0.439 -4.027 1.383
C -1.415 3.362 -0.508
S 3.273 -0.755 -1.282
O 2.749 -1.375 -2.467
O 3.743 0.594 -1.447
C 0.246 -1.269 1.068
H 0.451 -2.562 -0.637
H 0.913 1.458 -1.712
C -0.273 -2.393 0.163
H -1.209 -2.070 -0.297
H 1.539 2.323 -0.345
C 0.604 1.962 -0.791
H -1.652 0.645 1.542
C -0.011 0.949 0.142
H -0.866 -4.461 0.280
H -1.216 -3.537 1.740
N 0.626 -0.148 0.264
C -1.906 2.451 0.489
C -0.493 -3.684 0.940
H -0.501 -1.049 1.844
H -2.016 4.227 -0.747
```

Computed properties:
orbital gap = 8.00 eV
total charge = 0
spin multiplicity = 1

(2)
Here is one molecule with the formula C9H13NO2S from OMol25. Energies are from ωB97M-V/def2-TZVPD.

The geometry in XYZ format:
```
26
C9H13NO2S, DFT ωB97M-V/def2-TZVPD
H -3.994 -1.939 0.971
N 1.232 -1.722 0.520
H -3.683 -0.591 -0.312
H 3.148 -2.777 -0.667
H -0.635 1.253 2.062
O -0.980 -1.406 -1.158
C 0.546 0.826 0.403
H -1.118 2.779 -1.874
H 3.770 -1.315 -1.513
C -0.245 2.745 -1.194
H 0.655 2.645 1.603
H -0.060 -0.914 1.963
C 0.030 1.838 1.260
H -3.077 -2.200 -0.641
S 2.271 0.731 -0.078
C -1.053 -1.181 0.030
H 0.765 2.571 -1.709
H -1.514 1.131 -0.280
O -2.170 -1.106 0.775
C -0.558 1.733 -0.163
C -3.367 -1.551 0.169
H 4.262 -1.584 0.254
C 2.220 -1.097 -0.002
C 3.497 -1.703 -0.529
C 0.133 -0.886 0.840
H -0.077 3.718 -0.729
```

Computed properties:
orbital gap = 9.44 eV
total charge = 0
SMILES = COC(=O)[C@H]1N=C(C)S[C@]12C[C@H]2C
spin multiplicity = 1

(3)
Here is one molecule with the formula C9H13NO2S from OMol25. Energies are from ωB97M-V/def2-TZVPD.

The geometry in XYZ format:
```
26
C9H13NO2S, DFT ωB97M-V/def2-TZVPD
H -0.508 -1.556 -0.898
N 1.296 0.699 -0.905
H 1.074 -1.510 4.045
H 1.709 2.323 -2.090
H -1.570 -0.975 2.463
C -0.539 -0.671 -0.123
H -1.567 -0.746 0.188
S 1.337 0.663 2.986
O -0.195 1.365 0.665
H -0.857 0.998 -2.473
C 1.045 0.302 1.331
C 1.969 1.256 -2.060
H -0.366 -0.423 4.359
H 3.032 0.955 -2.013
H -2.004 1.623 -1.374
H -0.375 2.431 -1.669
C 2.027 0.665 0.198
C -0.481 -1.302 2.401
C -0.978 1.474 -1.564
C 0.338 -0.843 3.557
C 0.272 -0.899 1.164
H 1.522 0.959 -2.948
H -0.580 -2.347 2.510
O 3.207 0.817 0.178
C -0.141 0.686 -0.533
H 1.014 -1.668 1.000
```

Computed properties:
orbital gap = 9.72 eV
total charge = 0
SMILES = CN1C(=O)[C@@]23O[C@]1(C)C[C@@H]2CCS3
spin multiplicity = 1

(4)
Here is one molecule with the formula C9H13NO2S2 from OMol25. Energies are from ωB97M-V/def2-TZVPD.

The geometry in XYZ format:
```
27
C9H13NO2S2, DFT ωB97M-V/def2-TZVPD
O -1.869 0.845 0.882
C 2.743 1.726 0.280
H 3.432 3.733 0.113
H 0.213 -2.178 -0.494
N -1.059 -0.619 -1.007
H -2.403 -0.468 -2.579
H 3.882 0.463 1.598
H 4.711 2.517 0.253
C -2.425 -0.662 -1.502
H 3.823 2.714 -1.266
S -0.953 -0.225 0.628
C -2.891 -2.087 -1.201
C -0.466 -1.913 -1.304
S 1.094 1.789 -0.269
H -1.537 -3.732 -0.734
C -1.628 -2.920 -1.451
C 1.767 -0.075 1.360
H 1.700 -0.933 2.003
O -0.994 -1.379 1.481
C 0.699 0.404 0.668
H 0.107 -1.825 -2.232
C 3.738 2.730 -0.181
H -1.635 -3.343 -2.456
H -3.003 0.110 -1.000
H -3.180 -2.151 -0.152
H -3.729 -2.394 -1.823
C 2.936 0.684 1.137
```

Computed properties:
orbital gap = 9.67 eV
total charge = 0
SMILES = Cc1ccc(S(=O)(=O)N2CCCC2)s1
spin multiplicity = 1

(5)
Here is a 2-piece molecular cluster, C9H13O3 overall from OMol25. Energies are from ωB97M-V/def2-TZVPD.

The geometry in XYZ format:
```
25
C9H13O3, DFT ωB97M-V/def2-TZVPD
H 1.116 3.719 1.029
H -1.241 0.664 -1.437
H -0.697 3.798 2.536
C -0.859 0.391 1.597
O -0.582 -1.207 -0.973
H -0.285 -1.985 -1.647
H 1.723 -2.725 -0.025
C 0.124 0.467 0.656
H -2.038 1.411 3.026
C 1.139 -1.980 0.535
O -0.012 -1.545 -3.426
H -0.214 -1.505 -4.327
H 1.892 1.530 -0.085
H 0.415 -2.670 0.885
O -0.320 -0.230 -2.964
C 0.856 1.656 0.443
C -1.213 1.593 2.276
C 0.481 2.800 1.172
H -2.162 -0.710 -2.216
H 1.629 -1.702 1.375
H 1.599 -0.160 -1.145
C 0.539 -0.693 -0.144
C -1.172 -0.314 -1.967
H -1.387 -0.476 1.768
C -0.613 2.869 2.021
```

Computed properties:
orbital gap (alpha / beta) = 5.76 / 6.82 eV
total charge = +1
expectation value of S² = 2.038
spin multiplicity = 3

(6)
Here is a 2-piece molecular cluster, C9H13O3PS overall from OMol25. Energies are from ωB97M-V/def2-TZVPD.

The geometry in XYZ format:
```
27
C9H13O3PS, DFT ωB97M-V/def2-TZVPD
H 0.753 -2.452 2.778
P -2.725 -0.722 -0.277
C 0.617 3.020 -1.967
C 1.762 1.555 0.325
C 0.171 -0.462 1.463
H -0.536 -2.832 -2.229
H 1.741 -0.734 2.929
H 0.465 3.971 -1.217
H -0.575 -3.270 1.769
C 1.530 -0.285 1.930
O -1.987 -1.956 -1.037
C 0.435 1.320 -0.230
H 1.725 3.114 -2.142
H 3.237 0.765 1.645
S -3.245 0.591 -1.829
O -0.783 -1.275 2.025
C -0.846 -1.890 -1.862
H -4.411 1.230 -1.499
H -0.076 -1.544 -1.138
H -0.809 -2.647 3.506
O 0.037 1.826 -1.392
H 0.117 3.056 -2.982
C -0.322 -2.473 2.500
H -0.730 -1.163 -2.630
H 2.405 2.239 -0.150
C -0.223 0.331 0.396
C 2.273 0.689 1.315
```

Computed properties:
orbital gap (alpha / beta) = 7.53 / 7.52 eV
total charge = 0
spin multiplicity = 1